# 1
12
Properties=species:S:1:pos:R:3:forces:R:3 method="wB97M-V/def2-TZVPD" homo_energy_ev=-9.55 orbital_gap_ev=10.593
N -0.907 0.131 2.021 -0.038 0.097 -0.141
C -0.120 0.326 0.928 0.245 0.483 0.002
O 0.602 1.304 0.853 -0.310 0.223 0.436
N -0.048 -0.714 -0.037 0.781 0.315 0.150
C -0.432 -0.503 -1.429 -0.226 -0.024 -0.418
C 0.979 -0.356 -1.063 0.119 -0.260 0.066
H -1.608 -0.581 2.131 0.261 -0.064 -0.225
H -0.818 0.859 2.713 -0.231 -0.177 -0.103
H -0.744 -1.400 -1.950 -0.251 0.045 0.133
H -0.971 0.406 -1.685 0.058 -0.086 0.069
H 1.711 -1.143 -1.183 -0.154 -0.129 -0.364
H 1.386 0.657 -1.091 -0.255 -0.424 0.397

# 2
12
Properties=species:S:1:pos:R:3:forces:R:3 method="wB97M-V/def2-TZVPD" homo_energy_ev=-8.02 orbital_gap_ev=8.966
N -0.823 -1.546 0.061 -0.088 0.222 0.296
N -0.316 -0.367 -0.511 -0.488 1.404 -0.251
C -0.656 1.285 -0.095 -0.163 -2.175 -0.381
C 0.802 1.331 0.063 0.877 -0.381 -0.085
C 0.965 -0.005 -0.113 -0.025 0.735 0.702
O 1.965 -0.868 0.126 -0.199 0.039 -0.350
H -1.001 -1.468 1.063 -0.037 0.059 -0.128
H -1.674 -1.811 -0.419 0.140 0.039 0.043
H -1.263 1.155 0.798 -0.018 0.196 0.047
H -1.142 1.894 -0.859 -0.064 -0.230 -0.029
H 1.488 2.155 0.003 0.082 0.058 0.152
H 1.654 -1.754 -0.115 -0.017 0.034 -0.016

# 3
12
Properties=species:S:1:pos:R:3:forces:R:3 method="wB97M-V/def2-TZVPD" homo_energy_ev=-9.39 orbital_gap_ev=10.295
C 0.743 -0.420 -1.492 -3.540 0.715 -0.970
N -0.171 0.253 -0.925 0.022 -0.460 1.630
C 0.092 0.865 0.420 -0.097 0.119 0.601
N -0.101 0.106 1.707 -0.493 0.059 -1.248
C -0.943 -0.806 1.988 1.721 1.787 1.248
O -1.825 -1.452 1.237 -0.672 -1.297 0.667
H 0.328 -0.882 -2.417 1.382 0.013 0.436
H 1.693 -0.458 -1.086 2.201 -0.584 0.408
H 1.097 1.316 0.594 -0.398 -0.481 -0.810
H -0.623 1.693 0.439 0.141 0.012 0.301
H -0.885 -1.037 3.102 -0.600 -0.563 -1.654
H -2.262 -0.962 0.547 0.331 0.679 -0.610

# 4
12
Properties=species:S:1:pos:R:3:forces:R:3 method="wB97M-V/def2-TZVPD" homo_energy_ev=-7.68 orbital_gap_ev=8.396
C 2.268 0.654 -0.408 -0.499 -0.063 -0.314
C 1.175 -0.107 -0.407 0.871 -1.084 3.176
N -0.094 0.251 0.326 1.465 -1.060 -3.015
O -0.358 1.005 -0.764 -2.410 1.915 -0.292
C -1.033 -0.576 0.708 -0.401 0.333 0.365
N -2.298 -0.363 0.287 0.832 0.000 0.155
H 3.216 0.238 -0.706 -0.052 -0.050 -0.376
H 2.185 1.722 -0.277 0.121 0.014 0.492
H 1.194 -1.171 -0.602 0.033 -0.009 -0.362
H -0.785 -1.413 1.340 -0.027 0.059 0.238
H -2.386 0.449 -0.315 0.036 0.015 -0.072
H -3.084 -0.689 0.818 0.032 -0.070 0.004

# 5
12
Properties=species:S:1:pos:R:3:forces:R:3 method="wB97M-V/def2-TZVPD" homo_energy_ev=-10.65 orbital_gap_ev=10.299
N 0.909 -2.370 0.266 -0.412 0.688 0.543
C 0.394 -1.566 0.917 0.435 -0.809 -0.628
C -0.233 -0.536 1.763 -0.422 0.112 0.560
O -1.081 -0.819 2.566 0.325 0.062 -0.323
H 0.141 0.481 1.597 -0.001 -0.095 0.036
H -1.933 0.347 -0.435 -0.260 -0.107 0.131
H -2.565 0.112 -0.108 0.026 0.025 -0.092
C 1.083 0.562 -1.467 -0.068 0.199 -0.012
N 0.187 1.084 -0.741 0.206 -0.062 -0.087
H 1.165 -0.526 -1.475 0.090 0.144 -0.041
H 1.786 1.129 -2.088 -0.140 -0.048 0.035
H 0.148 2.103 -0.794 0.221 -0.109 -0.122

# 6
12
Properties=species:S:1:pos:R:3:forces:R:3 method="wB97M-V/def2-TZVPD" homo_energy_ev=-8.76 orbital_gap_ev=9.453
C 1.658 -0.584 0.017 0.071 -0.131 -0.017
N 0.842 0.620 -0.020 -0.193 0.155 -0.024
C -0.438 0.631 -0.352 0.297 -0.237 -0.018
N -1.186 -0.409 -0.682 0.227 0.014 0.076
C -1.982 0.641 0.183 -0.348 0.230 0.103
O -2.193 0.465 1.376 0.037 -0.032 -0.164
H 1.393 -1.217 0.872 0.028 0.084 -0.120
H 2.709 -0.304 0.098 -0.150 -0.037 -0.018
H 1.525 -1.156 -0.907 0.029 0.069 0.130
H 1.246 1.485 0.304 -0.075 -0.115 -0.045
H -0.940 -1.356 -0.380 -0.021 0.085 -0.023
H -2.634 1.185 -0.510 0.098 -0.086 0.121

# 7
12
Properties=species:S:1:pos:R:3:forces:R:3 method="wB97M-V/def2-TZVPD" homo_energy_ev=-9.91 orbital_gap_ev=10.730
N -0.828 1.281 -0.632 0.072 0.210 -0.204
C 0.414 1.244 -0.014 0.022 0.186 0.049
O 1.097 2.228 0.132 -0.207 -0.415 -0.019
N 0.766 0.001 0.595 -0.183 0.230 0.147
C -0.329 -0.935 0.876 -0.156 -0.131 0.165
C 0.711 -1.274 -0.111 0.080 -0.267 -0.220
H -1.041 0.559 -1.307 -0.095 0.037 0.228
H -1.093 2.210 -0.917 0.133 0.001 -0.262
H -0.290 -1.315 1.889 0.013 -0.224 -0.100
H -1.331 -0.734 0.501 0.305 0.125 0.149
H 1.490 -1.983 0.153 0.031 0.206 -0.099
H 0.435 -1.282 -1.166 -0.015 0.040 0.166

# 8
12
Properties=species:S:1:pos:R:3:forces:R:3 method="wB97M-V/def2-TZVPD" homo_energy_ev=-9.19 orbital_gap_ev=10.236
O -0.794 0.782 -2.263 0.026 0.008 -0.023
N -1.174 -0.023 -1.200 -0.063 -0.357 0.596
C -0.326 -0.090 -0.277 -0.402 -0.074 -0.255
C -0.419 -0.814 1.035 -0.214 -0.156 0.074
N 0.794 -0.068 1.460 0.303 -0.104 0.220
C 1.013 0.479 0.096 0.140 0.202 -0.205
H -1.592 0.687 -2.784 0.043 0.330 -0.551
H -0.298 -1.902 0.939 0.055 0.170 0.031
H -1.313 -0.609 1.636 0.181 -0.013 -0.081
H 1.541 -0.675 1.772 -0.006 0.085 0.036
H 1.839 0.032 -0.473 -0.090 0.055 0.116
H 1.094 1.570 0.048 0.027 -0.146 0.042

# 9
12
Properties=species:S:1:pos:R:3:forces:R:3 method="wB97M-V/def2-TZVPD" homo_energy_ev=-9.14 orbital_gap_ev=9.804
C -0.261 -0.536 1.191 -0.107 0.207 0.215
C 1.019 -0.630 0.746 0.236 -0.132 0.361
N 0.920 -0.978 -0.574 0.278 0.371 -0.518
C -0.405 -1.011 -0.884 -0.330 -0.725 0.418
N -1.136 -0.780 0.173 -0.383 -0.009 -0.141
H -0.617 -0.307 2.182 0.073 0.004 0.032
H 1.961 -0.574 1.264 0.012 0.140 -0.110
H 1.671 -0.928 -1.240 0.029 -0.276 0.012
H -0.809 -1.445 -1.785 0.219 0.429 -0.297
O -0.424 2.847 -0.394 0.324 0.084 0.082
H 0.071 2.051 -0.631 -0.159 0.135 0.157
H 0.158 3.340 0.202 -0.191 -0.229 -0.211

# 10
12
Properties=species:S:1:pos:R:3:forces:R:3 method="wB97M-V/def2-TZVPD" homo_energy_ev=-8.76 orbital_gap_ev=9.269
H 0.768 0.228 1.562 1.365 1.824 3.548
O 1.243 0.479 2.701 1.646 -0.907 -4.764
N 0.237 0.467 0.330 0.968 -1.855 -1.507
H 0.490 0.414 3.200 -2.800 -0.236 2.212
C -1.091 0.411 -0.012 1.545 -1.027 -2.690
C 0.977 -0.149 -0.609 -2.386 -1.166 -0.714
C -1.183 -0.217 -1.277 0.604 1.331 2.690
N 0.070 -0.621 -1.623 1.532 1.472 2.093
H 0.292 -1.144 -2.446 0.247 -0.001 -0.199
H 2.032 -0.521 -0.516 -1.343 0.804 -0.154
H -2.004 -0.179 -1.928 -0.818 -0.543 -0.744
H -1.830 0.832 0.618 -0.560 0.302 0.228

# 11
12
Properties=species:S:1:pos:R:3:forces:R:3 method="wB97M-V/def2-TZVPD" homo_energy_ev=-8.81 orbital_gap_ev=9.378
C -1.726 -0.824 -0.143 2.493 1.331 0.158
C -0.879 0.151 0.271 -0.139 -0.561 -0.173
N 0.520 0.198 -0.196 -2.608 -1.093 0.853
N 1.015 1.458 -0.255 0.790 5.405 2.066
C 1.330 -0.937 -0.069 2.373 1.072 0.194
O 2.575 -0.897 0.077 -3.845 -0.372 -0.618
H -2.748 -0.851 0.095 -1.016 -0.066 0.495
H -1.288 -1.605 -0.763 -0.491 0.190 -0.081
H -1.113 1.028 0.976 0.198 -1.511 -1.288
H 1.441 1.790 0.835 -1.867 -0.885 -4.047
H 0.221 2.328 -0.694 3.028 -4.000 2.085
H 0.654 -1.838 -0.134 1.083 0.490 0.357

# 12
12
Properties=species:S:1:pos:R:3:forces:R:3 method="wB97M-V/def2-TZVPD" homo_energy_ev=-10.08 orbital_gap_ev=10.996
C -1.862 -0.040 -0.142 -0.147 -0.046 0.150
N -0.933 -0.077 -1.254 0.493 -0.014 0.197
C 0.304 -0.184 -1.018 -0.165 0.082 -0.214
N 0.908 -0.381 0.245 0.043 -0.003 0.232
C 1.910 0.405 0.756 0.012 -0.061 0.128
O 2.275 0.350 1.909 -0.029 0.026 -0.447
H -1.399 -0.071 0.852 -0.106 0.065 -0.128
H -2.443 0.885 -0.218 0.037 -0.192 -0.028
H -2.556 -0.879 -0.222 -0.003 0.083 -0.034
H 1.009 -0.140 -1.850 -0.094 0.064 0.093
H 0.453 -0.970 0.930 -0.051 0.105 -0.058
H 2.334 1.104 0.011 0.009 -0.108 0.108

# 13
13
Properties=species:S:1:pos:R:3:forces:R:3 method="wB97M-V/def2-TZVPD" multiplicity=2 s_squared=0.762 total_charge=-1 homo_energy_ev="-0.10 / -4.47" orbital_gap_ev="4.342 / 8.582"
O 1.747 -1.523 -0.242 -0.225 0.141 -0.008
C 0.695 -0.782 -0.245 0.594 -0.043 -0.199
N 0.713 0.321 -1.172 -0.264 -0.978 0.438
C -0.284 1.158 -1.509 1.001 -0.172 -0.095
O -0.249 1.957 -2.456 -0.258 0.152 -0.056
C -0.395 -0.885 0.733 -0.293 0.146 0.630
N -0.255 0.037 1.904 0.349 -0.674 0.094
H 1.546 0.211 -1.738 -0.170 0.491 -0.210
H -1.115 1.037 -0.817 -0.509 0.308 0.072
H -1.389 -0.707 0.297 -0.084 0.021 -0.220
H -0.404 -1.905 1.131 0.136 -0.014 -0.211
H -1.104 0.385 2.315 -0.088 0.348 -0.182
H 0.495 0.698 1.800 -0.189 0.274 -0.052

# 14
13
Properties=species:S:1:pos:R:3:forces:R:3 method="wB97M-V/def2-TZVPD" homo_energy_ev=-9.81 orbital_gap_ev=10.712
H 2.231 0.488 -1.800 -0.488 0.137 -0.043
N 1.484 0.111 -1.214 0.224 -0.069 0.543
C 1.592 0.616 -0.055 0.419 -0.245 -0.005
O 0.955 0.201 1.051 -0.126 0.156 -0.224
C -0.042 -0.817 0.907 -0.268 -0.038 -0.046
C -1.356 -0.100 0.535 -0.338 0.138 0.192
N -1.606 0.200 -0.761 0.048 -0.288 -0.015
O -2.100 0.265 1.425 0.064 -0.168 0.104
H 2.260 1.429 0.231 0.071 -0.062 -0.061
H 0.330 -1.607 0.243 -0.327 0.305 -0.125
H -0.224 -1.232 1.903 0.224 0.207 -0.199
H -2.487 0.650 -0.983 0.350 -0.183 0.099
H -1.038 -0.203 -1.482 0.146 0.111 -0.219

# 15
13
Properties=species:S:1:pos:R:3:forces:R:3 method="wB97M-V/def2-TZVPD" homo_energy_ev=-8.97 orbital_gap_ev=9.256
C 0.310 1.270 -0.466 -1.524 -1.111 -0.817
C -0.205 0.143 0.086 2.394 -0.441 -0.837
N -1.158 0.222 1.103 0.183 1.669 -1.168
C 0.626 -1.200 -0.275 0.523 1.136 0.240
N 0.004 -2.061 -1.438 -0.102 2.709 2.780
O -0.841 -2.842 -1.067 -0.008 -0.693 -0.679
O 0.290 -1.693 -2.535 0.070 -0.655 -1.413
H -0.237 2.185 -0.291 0.240 0.353 0.193
H 0.833 1.197 -1.420 0.414 0.058 0.587
H -1.853 0.932 0.831 0.498 -0.481 0.537
H -1.619 -0.604 1.309 -0.870 -1.929 0.474
H 1.658 -0.752 -0.637 -2.148 -1.576 0.783
H 0.650 -1.934 0.573 0.332 0.959 -0.681

# 16
13
Properties=species:S:1:pos:R:3:forces:R:3 method="wB97M-V/def2-TZVPD" homo_energy_ev=-8.33 orbital_gap_ev=3.514
C -1.751 -1.545 -1.599 -1.816 -0.667 -2.248
N -1.835 -1.202 -0.118 3.696 0.425 -1.083
C -0.823 -0.374 -0.120 -2.203 1.161 1.431
C 1.923 1.347 1.800 0.672 -0.223 -1.017
N 1.834 2.117 0.748 0.567 0.116 0.507
O 1.469 0.177 1.906 -1.133 -0.638 -0.101
O -1.504 -0.713 -2.534 1.054 0.174 0.789
H -2.705 -2.064 -1.918 0.369 -0.380 1.019
H -0.904 -2.335 -1.502 -1.043 -0.009 0.267
H -1.009 0.673 -0.416 0.261 -0.113 0.032
H 0.213 -0.565 0.247 0.499 0.004 0.491
H 2.548 2.857 0.820 -0.696 -0.128 0.088
H 2.544 1.625 2.686 -0.226 0.279 -0.177

# 17
13
Properties=species:S:1:pos:R:3:forces:R:3 method="wB97M-V/def2-TZVPD" homo_energy_ev=-10.42 orbital_gap_ev=11.225
H -3.447 -0.336 0.776 -0.164 0.348 0.035
N -2.492 -0.637 0.648 -0.198 0.410 -0.002
C -1.696 0.214 0.191 -0.098 -0.709 0.118
O -1.527 1.443 -0.262 0.770 -0.260 -0.188
C -0.349 0.322 -0.264 -0.158 0.598 -0.235
O 0.658 0.568 0.613 -0.177 0.277 -0.032
C 1.945 0.624 0.137 0.116 -0.041 -0.258
N 2.295 0.117 -0.958 -0.157 0.230 0.348
H 3.289 0.254 -1.133 -0.173 0.001 0.079
H -0.027 -0.008 -1.251 -0.277 0.410 0.118
H 2.561 1.147 0.871 -0.037 -0.151 -0.085
H -0.964 -1.851 0.425 0.460 -0.542 -0.005
H -0.247 -1.858 0.207 0.091 -0.570 0.107

# 18
13
Properties=species:S:1:pos:R:3:forces:R:3 method="wB97M-V/def2-TZVPD" homo_energy_ev=-10.10 orbital_gap_ev=10.850
H 2.410 -1.100 -0.759 -0.051 -0.024 0.052
N 1.707 -1.514 -0.150 -0.211 0.243 -0.113
C 0.680 -0.783 -0.117 0.088 -0.053 0.156
N -0.385 -1.101 0.729 -0.048 -0.106 0.070
C -1.695 -0.719 0.548 -0.099 -0.029 0.153
O -2.583 -1.000 1.318 0.298 0.030 -0.318
O 0.474 0.333 -0.866 0.134 -0.181 -0.071
C 0.198 1.553 -0.168 -0.083 0.184 0.051
H -0.188 -1.776 1.455 -0.048 0.025 -0.038
H -1.838 -0.124 -0.370 -0.097 -0.094 0.149
H 1.134 2.082 0.037 -0.136 -0.087 -0.070
H -0.330 1.376 0.773 0.117 0.061 -0.146
H -0.436 2.142 -0.832 0.136 0.031 0.126

# 19
13
Properties=species:S:1:pos:R:3:forces:R:3 method="wB97M-V/def2-TZVPD" homo_energy_ev=-9.66 orbital_gap_ev=10.484
N -0.926 -0.962 1.955 0.621 -0.614 -0.161
C -0.472 0.304 1.438 -0.260 0.012 0.020
C -0.765 0.278 -0.048 -0.251 -0.485 -0.578
O -1.903 0.418 -0.433 0.076 0.003 0.094
N 0.226 -0.088 -0.954 0.871 1.049 1.910
C 1.567 0.263 -0.859 -0.075 -0.496 -0.460
O 2.340 -0.061 -1.719 0.280 0.159 -0.062
H -0.647 -1.196 2.889 0.048 0.198 0.175
H -1.872 -1.214 1.774 -0.601 0.184 -0.099
H 0.573 0.399 1.712 0.137 0.209 -0.180
H -1.039 1.164 1.781 0.001 0.330 0.407
H -0.056 -0.287 -1.874 -0.611 -0.431 -1.297
H 1.880 0.871 -0.002 -0.237 -0.118 0.232

Summary of energy relative to the best compared isomer or geometry (same formula, charge and spin) in kJ/mol
145.07; 362.42; 285.45; 521.80; 362.71; 324.08; 169.09; 346.76; 96.95; 226.11; 423.88; 120.98; 19.24; 138.52; 532.22; 1101.35; 478.86; 160.50; 123.90
(order as listed above)